{"formula": "C28H28BF5N2O8RuSTe", "method": "ωB97M-V/def2-TZVPD", "e_homo_ev": [-5.50, -5.60], "total_charge": -1, "e_above_lowest_ev": 0.922, "s_squared": 8.7630, "orbital_gap_ev": [6.890, 6.675], "multiplicity": 6, "max_force_ev_per_a": 0.66, "lumo_energy_ev": [1.39, 1.07], "symbols": ["Ru", "C", "O", "C", "C", "C", "C", "C", "C", "N", "N", "C", "C", "O", "C", "C", "C", "C", "C", "C", "C", "C", "H", "H", "H", "H", "H", "H", "H", "H", "H", "H", "H", "H", "H", "C", "C", "C", "C", "C", "C", "C", "C", "O", "B", "O", "C", "C", "H", "H", "H", "H", "H", "H", "H", "H", "H", "H", "H", "H", "F", "Te", "F", "F", "F", "F", "O", "C", "S", "O", "O", "O", "H", "H", "H"], "positions_angstrom": [[-1.639, -0.457, 0.481], [1.169, -1.712, 1.800], [0.456, -0.464, 1.724], [0.337, 0.257, 2.884], [1.197, 0.101, 3.960], [1.034, 0.885, 5.094], [0.016, 1.822, 5.157], [-0.847, 1.977, 4.085], [-0.700, 1.197, 2.946], [-1.547, 1.290, 1.816], [-2.422, 2.209, 1.857], [-3.222, 2.448, 0.802], [-2.932, 2.003, -0.528], [-1.923, 1.300, -0.844], [-3.809, 2.454, -1.586], [-4.858, 3.259, -1.342], [-5.156, 3.743, -0.023], [-6.246, 4.599, 0.204], [-6.526, 5.064, 1.465], [-5.714, 4.665, 2.534], [-4.650, 3.819, 2.335], [-4.336, 3.345, 1.048], [0.831, -2.271, 2.671], [2.241, -1.518, 1.837], [0.919, -2.263, 0.901], [1.993, -0.627, 3.917], [1.711, 0.756, 5.929], [-0.113, 2.430, 6.043], [-1.653, 2.694, 4.113], [-3.578, 2.083, -2.575], [-5.512, 3.561, -2.152], [-6.865, 4.885, -0.639], [-7.368, 5.723, 1.635], [-5.932, 5.017, 3.535], [-4.045, 3.499, 3.171], [6.562, -0.576, -5.077], [6.017, -0.611, -3.649], [6.690, -1.779, -2.914], [6.396, 0.705, -2.957], [4.497, -0.782, -3.610], [3.714, -0.780, -4.759], [2.321, -0.923, -4.720], [1.734, -1.066, -3.489], [0.420, -1.218, -3.170], [0.372, -1.323, -1.758], [1.696, -1.227, -1.245], [2.506, -1.069, -2.330], [3.869, -0.929, -2.362], [7.649, -0.480, -5.048], [6.168, 0.273, -5.639], [6.319, -1.491, -5.620], [7.776, -1.710, -3.011], [6.365, -2.735, -3.327], [6.451, -1.777, -1.850], [7.483, 0.820, -2.923], [6.019, 0.736, -1.933], [5.976, 1.557, -3.494], [4.180, -0.669, -5.728], [1.729, -0.921, -5.625], [4.433, -0.933, -1.438], [-2.645, -5.444, 0.594], [-2.423, -3.834, -0.334], [-1.843, -4.592, -1.951], [-3.395, -0.994, -0.257], [-4.173, -4.251, -1.047], [-0.557, -4.149, 0.176], [-0.723, -1.482, -1.043], [-2.533, -3.622, 4.056], [-2.971, -2.425, 2.822], [-3.359, -1.210, 3.500], [-3.965, -3.064, 1.980], [-1.697, -2.237, 2.052], [-3.445, -3.902, 4.578], [-1.820, -3.175, 4.744], [-2.106, -4.486, 3.552]], "mulliken_spin": [4.024, 0.006, 0.034, -0.005, 0.002, 0.000, 0.003, 0.002, 0.006, 0.147, 0.045, -0.069, 0.084, 0.129, 0.026, 0.005, 0.002, -0.002, 0.006, -0.002, 0.011, -0.012, 0.001, 0.001, -0.002, 0.000, 0.000, 0.000, 0.000, 0.000, 0.000, 0.000, 0.000, 0.000, -0.001, 0.000, 0.000, 0.000, 0.000, 0.000, 0.000, 0.001, 0.005, 0.016, 0.060, 0.029, -0.002, 0.001, 0.000, 0.000, 0.000, 0.000, 0.000, 0.000, 0.000, 0.000, 0.000, 0.000, 0.000, 0.000, 0.000, 0.004, 0.000, 0.224, 0.000, -0.001, 0.135, 0.004, 0.003, 0.002, 0.003, 0.075, 0.001, 0.000, 0.000]}

{"formula": "C7H9N", "method": "ωB97M-V/def2-TZVPD", "e_homo_ev": -8.78, "e_above_lowest_ev": 4.096, "orbital_gap_ev": 9.789, "max_force_ev_per_a": 6.51, "lumo_energy_ev": 1.01, "symbols": ["C", "C", "C", "C", "C", "C", "N", "C", "H", "H", "H", "H", "H", "H", "H", "H", "H"], "positions_angstrom": [[2.207, -1.275, 1.837], [1.344, -0.647, 1.273], [0.485, 0.296, 0.291], [1.160, 1.556, -0.106], [-0.649, -0.314, 0.075], [-1.347, -1.526, 0.561], [-1.588, 0.645, -0.735], [-1.370, 0.913, -1.942], [2.956, -1.829, 2.330], [1.878, 1.372, -0.907], [0.427, 2.287, -0.445], [1.709, 1.955, 0.746], [-1.455, -2.248, -0.250], [-2.345, -1.251, 0.899], [-0.792, -1.977, 1.379], [-2.132, 1.452, -2.499], [-0.488, 0.590, -2.506]], "nbo_charge": [-0.266, -0.042, -0.072, -0.639, 0.190, -0.656, -0.412, -0.061, 0.232, 0.228, 0.231, 0.235, 0.229, 0.241, 0.243, 0.173, 0.145]}

{"formula": "C5H10N", "method": "ωB97M-V/def2-TZVPD", "e_homo_ev": -16.01, "total_charge": 1, "e_above_lowest_ev": 2.764, "orbital_gap_ev": 11.838, "max_force_ev_per_a": 4.23, "lumo_energy_ev": -4.17, "symbols": ["C", "C", "C", "N", "C", "C", "H", "H", "H", "H", "H", "H", "H", "H", "H", "H"], "positions_angstrom": [[2.203, 0.912, -0.096], [1.519, -0.482, -0.020], [-0.052, -0.244, -0.407], [-1.221, -0.325, 0.027], [-2.150, -0.757, 1.092], [-1.053, 0.450, -1.211], [2.123, 1.300, -1.099], [3.127, 0.826, 0.311], [1.733, 1.558, 0.508], [1.483, -0.910, 0.946], [1.848, -1.168, -0.749], [-3.068, -0.178, 1.238], [-1.457, -0.706, 1.903], [-2.486, -1.767, 0.859], [-1.371, 1.479, -1.065], [-1.179, 0.012, -2.238]], "nbo_charge": [-0.587, -0.393, 0.472, -0.216, -0.419, -0.241, 0.226, 0.242, 0.212, 0.237, 0.251, 0.263, 0.240, 0.255, 0.229, 0.229]}

{"formula": "C25H33BN9NaO3PSSe2", "method": "ωB97M-V/def2-TZVPD", "e_homo_ev": [-1.02, -1.84], "total_charge": -2, "e_above_lowest_ev": 1.712, "s_squared": 0.7567, "orbital_gap_ev": [4.874, 5.695], "multiplicity": 2, "max_force_ev_per_a": 0.81, "lumo_energy_ev": [3.85, 3.85], "symbols": ["Na", "C", "C", "N", "N", "C", "B", "N", "C", "C", "C", "N", "N", "C", "C", "C", "N", "N", "C", "C", "C", "N", "H", "H", "H", "H", "H", "H", "H", "H", "H", "H", "H", "H", "O", "C", "C", "C", "O", "C", "Se", "C", "Se", "H", "H", "H", "H", "H", "H", "H", "H", "H", "H", "C", "P", "C", "C", "C", "C", "C", "C", "C", "H", "H", "H", "H", "H", "H", "H", "H", "H", "H", "H", "O", "S", "N"], "positions_angstrom": [[-2.017, 0.798, -0.447], [3.121, 1.367, -0.610], [2.033, 1.815, 0.161], [0.964, 2.042, -0.584], [1.344, 1.756, -1.855], [2.626, 1.333, -1.891], [0.293, 1.795, -2.989], [-0.250, 0.381, -3.295], [0.218, -0.467, -4.242], [-0.382, -1.689, -4.061], [-1.209, -1.502, -2.940], [-1.127, -0.261, -2.486], [-0.809, 2.788, -2.557], [-0.573, 4.100, -2.352], [-1.741, 4.681, -1.915], [-2.657, 3.612, -1.876], [-2.094, 2.478, -2.273], [0.901, 2.342, -4.322], [0.166, 2.522, -5.440], [0.983, 3.071, -6.402], [2.226, 3.197, -5.753], [2.171, 2.761, -4.502], [4.102, 1.075, -0.275], [1.983, 1.969, 1.230], [3.089, 1.046, -2.820], [0.945, -0.143, -4.969], [-0.214, -2.594, -4.620], [-1.846, -2.216, -2.440], [0.410, 4.514, -2.515], [-1.903, 5.711, -1.644], [-3.692, 3.609, -1.566], [-0.877, 2.245, -5.463], [0.722, 3.345, -7.411], [3.157, 3.586, -6.141], [2.061, -6.473, 2.662], [2.649, -5.297, 2.080], [1.693, -4.663, 1.071], [1.274, -5.763, 0.063], [1.148, -5.340, -1.281], [0.491, -4.100, 1.842], [-0.960, -3.438, 0.702], [2.494, -3.534, 0.398], [1.429, -2.134, -0.480], [2.686, -6.833, 3.296], [3.584, -5.558, 1.568], [2.878, -4.563, 2.862], [0.345, -6.217, 0.424], [2.038, -6.545, 0.052], [0.619, -4.524, -1.275], [0.823, -3.280, 2.484], [0.068, -4.882, 2.472], [3.172, -3.960, -0.344], [3.092, -3.034, 1.164], [0.111, -0.324, 2.696], [-1.442, 0.610, 2.348], [-2.649, -0.624, 2.964], [-1.400, 1.804, 3.743], [-2.476, 1.981, 4.612], [-2.426, 2.932, 5.626], [-1.302, 3.728, 5.787], [-0.228, 3.575, 4.917], [-0.283, 2.630, 3.903], [0.987, 0.284, 2.474], [0.140, -1.177, 2.011], [0.154, -0.673, 3.732], [-2.456, -0.881, 4.009], [-2.526, -1.519, 2.348], [-3.668, -0.260, 2.837], [-3.366, 1.377, 4.490], [-3.274, 3.053, 6.289], [-1.263, 4.468, 6.578], [0.651, 4.200, 5.023], [0.551, 2.534, 3.216], [-6.303, 0.183, 1.211], [-5.188, 0.179, 0.235], [-3.987, 0.992, 0.452]], "mulliken_spin": [0.002, 0.004, -0.008, -0.003, -0.007, 0.005, 0.005, -0.007, 0.002, 0.000, 0.001, -0.003, 0.001, 0.000, 0.000, 0.000, 0.000, 0.000, 0.000, 0.000, 0.000, 0.000, 0.000, 0.005, 0.001, -0.001, 0.001, -0.003, 0.000, 0.000, 0.000, 0.000, 0.000, 0.000, 0.001, 0.005, -0.021, -0.003, 0.003, -0.027, 0.510, 0.041, 0.527, 0.000, -0.002, 0.001, 0.002, 0.000, -0.009, -0.013, -0.003, 0.001, 0.001, -0.025, 0.002, -0.017, 0.000, 0.000, 0.000, 0.000, 0.000, 0.000, 0.001, 0.018, 0.001, -0.002, 0.014, 0.000, 0.000, 0.000, 0.000, 0.000, 0.000, 0.000, 0.000, 0.000]}

{"formula": "C25H39BF3NO5P", "method": "ωB97M-V/def2-TZVPD", "e_homo_ev": -4.33, "total_charge": -1, "orbital_gap_ev": 6.604, "max_force_ev_per_a": 1.46, "lumo_energy_ev": 2.28, "symbols": ["C", "C", "C", "B", "C", "N", "O", "C", "C", "C", "F", "C", "C", "P", "O", "O", "O", "C", "C", "C", "C", "O", "H", "H", "H", "H", "H", "H", "H", "H", "H", "H", "H", "H", "H", "H", "H", "H", "H", "H", "H", "H", "H", "H", "H", "H", "H", "H", "H", "H", "H", "F", "C", "C", "C", "C", "C", "C", "H", "H", "H", "H", "H", "F", "C", "C", "C", "C", "C", "C", "H", "H", "H", "H", "H"], "positions_angstrom": [[-4.625, -3.087, 1.904], [-3.794, -1.877, 1.404], [-2.329, -2.270, 1.284], [-1.229, -1.044, 1.214], [-1.559, 0.165, 2.252], [-2.428, 1.196, 1.614], [-1.017, -0.426, -0.128], [-0.231, -1.318, -0.854], [0.352, -0.622, -2.090], [-0.319, 0.674, -2.381], [0.176, -1.444, -3.234], [0.730, -2.026, 0.166], [2.173, -1.475, 0.297], [2.351, 0.251, 0.789], [1.879, 1.240, -0.155], [3.973, 0.435, 0.937], [1.844, 0.541, 2.268], [0.929, -3.584, -0.040], [0.423, -4.385, 1.137], [0.458, -4.124, -1.411], [-0.954, -4.661, -1.522], [0.139, -1.687, 1.395], [-4.477, -3.227, 2.967], [-5.679, -3.012, 1.655], [-4.212, -3.975, 1.439], [-3.953, -1.077, 2.115], [-4.224, -1.619, 0.446], [-2.085, -2.863, 2.162], [-2.204, -2.910, 0.416], [-2.139, -0.225, 3.090], [-0.665, 0.625, 2.673], [-1.835, 1.784, 1.040], [-2.828, 1.789, 2.333], [-0.953, -2.017, -1.281], [1.426, -0.501, -1.992], [-0.028, 0.993, -3.375], [-0.018, 1.429, -1.671], [-1.386, 0.535, -2.284], [2.653, -2.068, 1.068], [2.715, -1.637, -0.633], [4.390, -0.417, 1.150], [2.626, 0.615, 2.838], [2.002, -3.737, -0.040], [0.702, -3.906, 2.062], [-0.644, -4.527, 1.132], [0.911, -5.359, 1.126], [1.111, -4.965, -1.639], [0.668, -3.389, -2.174], [-1.183, -5.396, -0.763], [-1.043, -5.168, -2.478], [-1.722, -3.901, -1.508], [6.971, 4.754, 4.242], [6.772, 4.388, 2.956], [7.579, 4.928, 1.976], [7.374, 4.548, 0.657], [6.369, 3.645, 0.339], [5.565, 3.114, 1.339], [5.770, 3.485, 2.661], [8.352, 5.636, 2.246], [8.002, 4.958, -0.123], [6.210, 3.353, -0.691], [4.781, 2.414, 1.091], [5.161, 3.080, 3.458], [-1.800, 3.255, -2.798], [-3.140, 3.271, -2.853], [-3.858, 2.973, -1.711], [-5.242, 2.990, -1.770], [-5.889, 3.294, -2.961], [-5.148, 3.586, -4.098], [-3.762, 3.578, -4.048], [-3.335, 2.724, -0.797], [-5.817, 2.760, -0.883], [-6.971, 3.301, -3.002], [-5.650, 3.817, -5.028], [-3.165, 3.806, -4.920]], "lowdin_charge": [-0.132, -0.267, -0.106, -0.764, -0.160, -0.020, 0.001, -0.221, -0.297, -0.043, -0.059, -0.371, -0.141, 0.468, -0.232, -0.176, -0.103, -0.275, -0.057, -0.205, -0.101, -0.025, 0.057, 0.050, 0.054, 0.082, 0.099, 0.098, 0.075, 0.083, 0.072, 0.048, 0.042, 0.134, 0.120, 0.082, 0.068, 0.085, 0.100, 0.107, 0.077, 0.083, 0.109, 0.080, 0.058, 0.079, 0.102, 0.092, 0.064, 0.067, 0.058, 0.044, -0.293, -0.032, -0.092, -0.086, -0.065, -0.011, 0.111, 0.100, 0.104, 0.076, 0.116, 0.065, -0.285, 0.002, -0.079, -0.110, -0.101, -0.024, 0.111, 0.105, 0.094, 0.097, 0.113]}

{"formula": "C6H8NOS", "method": "ωB97M-V/def2-TZVPD", "e_homo_ev": -14.73, "total_charge": 1, "e_above_lowest_ev": 2.125, "orbital_gap_ev": 10.090, "max_force_ev_per_a": 6.21, "lumo_energy_ev": -4.64, "symbols": ["C", "C", "C", "C", "C", "C", "N", "O", "S", "H", "H", "H", "H", "H", "H", "H", "H"], "positions_angstrom": [[1.007, 0.302, 2.257], [-0.126, -0.492, 2.343], [1.582, 0.694, 1.035], [-0.706, -0.832, 1.131], [0.928, 0.357, -0.126], [-1.380, 0.544, -2.216], [-0.132, -0.463, -0.026], [0.456, -1.298, -2.614], [-0.884, -1.108, -1.736], [1.659, 0.249, 3.083], [-0.530, -0.850, 3.234], [2.600, 1.012, 0.918], [-1.640, -1.382, 1.061], [1.302, 0.678, -1.140], [-1.556, 0.411, -3.228], [-0.400, 1.069, -2.189], [-2.181, 1.110, -1.786]], "nbo_charge": [-0.088, -0.207, -0.213, 0.073, 0.065, -0.829, -0.424, -0.794, 1.346, 0.245, 0.257, 0.263, 0.243, 0.267, 0.270, 0.253, 0.274]}